Entry 1:
The following is a quantum chemistry calculation of a molecular structure, C32H84N16O4P4 at a distorted geometry, from OMol25.

Output
Net charge: 0
Energy above the lowest of the compared OMol25 structures with the same formula, charge and spin in kcal per mole: 1012.3

Positions of all 140 atoms, in Å:
O: -0.8007 1.4414 1.3194
P: -0.2972 0.8605 2.6463
N: -0.0687 2.0503 3.8907
C: 0.5460 1.7621 5.2377
C: -0.9911 3.2821 4.0157
N: 1.2121 -0.0014 2.5798
C: 1.2551 -1.3900 2.1383
C: 2.4436 0.7522 2.3073
N: -1.3402 -0.2323 3.4444
C: -1.0003 -0.9468 4.6451
C: -2.8262 -0.1043 3.1713
H: 1.0845 0.8268 5.0845
H: -0.2140 1.5458 5.9885
H: 1.2039 2.5358 5.6335
H: -1.6127 3.4222 4.9001
H: -1.7210 3.0648 3.2359
H: -0.4395 4.2135 3.8876
H: 1.1398 -1.4538 1.0563
H: 2.1811 -1.9236 2.3526
H: 0.3862 -1.8626 2.5963
H: 3.3241 0.1658 2.5700
H: 2.5167 1.1314 1.2880
H: 2.4478 1.5736 3.0238
H: -1.3569 -0.4213 5.5309
H: -1.4367 -1.9280 4.4582
H: 0.0891 -0.9849 4.6392
H: -3.3318 -0.9354 3.6630
H: -3.1920 -0.2367 2.1530
H: -3.2060 0.7760 3.6898
O: 2.9209 -2.5648 -3.0749
P: 1.5975 -2.3392 -2.4134
N: 1.2857 -2.1783 -0.7157
C: -0.0398 -2.1715 -0.2110
C: 2.3546 -2.2581 0.2690
N: 0.4769 -3.6953 -2.7860
C: 0.0359 -3.8500 -4.2064
C: 0.7898 -5.0828 -2.1529
N: 0.8529 -0.9031 -2.9507
C: 1.8177 0.0530 -3.4601
C: -0.5629 -0.6404 -3.1755
H: -0.5388 -1.2679 -0.5610
H: 0.0522 -2.0082 0.8628
H: -0.5420 -3.1223 -0.3893
H: 3.0672 -1.4644 0.0446
H: 2.9864 -3.1367 0.1388
H: 2.0171 -2.2096 1.3043
H: 0.9134 -4.1851 -4.7593
H: -0.6097 -4.7241 -4.2917
H: -0.3467 -2.9637 -4.7126
H: 1.7230 -5.4040 -2.6156
H: 0.9090 -5.1305 -1.0705
H: -0.0610 -5.7472 -2.3039
H: 2.3272 0.6826 -2.7306
H: 2.6010 -0.2608 -4.1500
H: 1.2433 0.7240 -4.0988
H: -0.6835 -0.4359 -4.2394
H: -0.9858 0.2139 -2.6469
H: -1.1688 -1.5095 -2.9194
O: -0.4218 -4.8877 -0.2943
P: -1.8515 -4.7060 -0.7056
N: -2.3878 -3.0736 -1.1814
C: -1.9369 -2.4809 -2.3787
C: -3.3294 -2.2142 -0.4785
N: -2.9028 -5.0363 0.5448
C: -2.8939 -4.3432 1.7937
C: -3.7846 -6.1828 0.6448
N: -2.4070 -5.7094 -1.9197
C: -1.8391 -7.0458 -2.0421
C: -3.7181 -5.4909 -2.6904
H: -0.9813 -2.8372 -2.7635
H: -1.8563 -1.4019 -2.2467
H: -2.7498 -2.6301 -3.0894
H: -3.5394 -1.2655 -0.9725
H: -2.8433 -1.8546 0.4284
H: -4.2013 -2.7920 -0.1718
H: -3.8265 -3.8444 2.0573
H: -2.5392 -5.0062 2.5828
H: -2.1101 -3.5866 1.7580
H: -4.5019 -5.8741 1.4052
H: -4.3427 -6.3526 -0.2759
H: -3.2375 -7.0575 0.9967
H: -1.8712 -7.3920 -3.0752
H: -0.7641 -7.1085 -1.8731
H: -2.4244 -7.7892 -1.5009
H: -4.0360 -4.4572 -2.8260
H: -4.4581 -6.1451 -2.2293
H: -3.7410 -5.6892 -3.7620
O: 3.7706 2.8795 1.1345
P: 2.8112 3.9961 0.9396
N: 1.1565 3.5784 0.8890
C: 0.6239 2.9471 -0.2536
C: 0.2576 3.4633 2.0488
N: 3.2372 4.8608 -0.5211
C: 4.5935 4.7265 -1.1411
C: 2.4418 6.0075 -1.2045
N: 2.9519 5.2575 2.1707
C: 2.0775 6.4169 2.1257
C: 4.1832 5.4250 2.8760
H: -0.2630 3.4819 -0.5936
H: 0.2788 1.9474 0.0099
H: 1.3989 2.8989 -1.0186
H: -0.0533 4.4671 2.3383
H: 0.6286 2.8554 2.8740
H: -0.7943 3.2412 1.8689
H: 5.0481 5.7170 -1.1223
H: 5.1784 3.9749 -0.6108
H: 4.5051 4.3771 -2.1698
H: 2.9415 6.9752 -1.2498
H: 2.2172 5.7877 -2.2482
H: 1.4555 6.1009 -0.7500
H: 1.7286 6.5497 3.1498
H: 2.5838 7.3303 1.8134
H: 1.2730 6.2804 1.4030
H: 4.8768 4.5867 2.8112
H: 4.0083 5.6519 3.9277
H: 4.7649 6.2975 2.5788
C: 0.6906 4.0762 -2.5474
C: -0.6339 3.4458 -2.6576
N: -1.6408 2.8985 -2.6376
H: 0.7498 4.8460 -3.3168
H: 1.4982 3.3700 -2.7400
H: 0.7920 4.5169 -1.5556
C: 3.0255 1.5983 -0.1825
C: 2.3526 1.7505 -1.5374
N: 1.8580 1.9236 -2.5925
H: 2.2357 1.7316 0.5567
H: 3.8191 2.3280 -0.3436
H: 3.5432 0.6392 -0.1672
C: -0.2874 1.0641 -0.8340
C: -1.3315 0.0127 -0.8360
N: -2.2115 -0.7846 -0.9310
H: -0.4741 1.7122 -1.6903
H: 0.7414 0.8062 -1.0850
H: -0.2918 1.7495 0.0136
C: -3.6523 1.2173 -1.3353
C: -4.4005 2.1483 -2.1809
N: -4.9189 2.8967 -2.8844
H: -3.0877 0.5929 -2.0276
H: -4.0839 0.3783 -0.7895
H: -3.1042 1.8535 -0.6403

=====

Entry 2:
The following is a quantum chemistry calculation of 9 unconnected molecules or ions with the total composition C32H85N3O16 at a distorted geometry, from OMol25.

Output
Net charge: 0
SMILES: COCCNCCOC.COCCNCCOC.COCCNCCOC.CC(C)O.CC(C)O.OCCO.OCCO.OCCO.OCCO
Energy above the lowest of the compared OMol25 structures with the same formula, charge and spin in kcal per mole: 0.0

Positions of all 136 atoms, in Å:
C: 0.6067 -2.3376 -4.9097
O: 1.9395 -2.2334 -4.4753
C: 2.0286 -1.6942 -3.1743
C: 3.4811 -1.3855 -2.8998
N: 4.2828 -2.6081 -3.0030
C: 5.6183 -2.4427 -2.4665
C: 6.5418 -1.6137 -3.3582
O: 6.4886 -2.1793 -4.6563
C: 7.6362 -1.9735 -5.4310
H: 0.0209 -3.0300 -4.2951
H: 0.6274 -2.8057 -5.8987
H: 0.1613 -1.3433 -5.0197
H: 1.6010 -2.3499 -2.4120
H: 1.5333 -0.7104 -3.2205
H: 3.6020 -0.9537 -1.9074
H: 3.8022 -0.6742 -3.6728
H: 4.3994 -2.8497 -3.9806
H: 6.1200 -3.4107 -2.3411
H: 5.5646 -2.0320 -1.4559
H: 7.5871 -1.5909 -3.0299
H: 6.1710 -0.5770 -3.3868
H: 7.5532 -2.6256 -6.2980
H: 8.5397 -2.2920 -4.8873
H: 7.7746 -0.9267 -5.7206
C: -1.0921 -7.2709 3.8142
O: -0.6352 -6.0004 3.4111
C: -0.3871 -5.1424 4.5048
C: -0.3758 -3.7126 4.0134
N: 0.3085 -2.8515 4.9850
C: 0.4545 -1.4921 4.4606
C: -0.7826 -0.6144 4.6812
O: -1.3197 -0.7335 5.9853
C: -0.4646 -0.3901 7.0608
H: -1.1938 -7.8758 2.9142
H: -2.0675 -7.1860 4.3044
H: -0.3692 -7.7723 4.4679
H: 0.6340 -5.3506 4.8538
H: -1.0816 -5.2714 5.3423
H: -1.4045 -3.3883 3.7854
H: 0.1569 -3.6509 3.0618
H: -0.3395 -2.7707 5.7660
H: 0.7487 -1.5490 3.4110
H: 1.3040 -0.9807 4.9262
H: -1.5627 -0.9505 3.9968
H: -0.5436 0.4382 4.4790
H: -0.5598 0.6738 7.2983
H: 0.5923 -0.5720 6.8516
H: -0.7347 -1.0217 7.9040
C: -0.5440 -2.1236 0.2747
O: -0.6862 -1.2406 -0.8251
C: -1.8875 -0.5465 -0.8288
C: -1.8982 0.3281 -2.0619
N: -0.7399 1.1650 -2.2627
C: -0.4202 2.0486 -1.1458
C: 0.8023 2.9143 -1.3837
O: 2.0093 2.2360 -1.0483
C: 2.3201 2.2857 0.3128
H: 0.4191 -2.6047 0.1832
H: -1.4258 -2.7834 0.2973
H: -0.6981 -1.5569 1.2069
H: -2.0996 0.0095 0.0992
H: -2.7226 -1.2627 -0.9372
H: -2.8255 0.8917 -2.2146
H: -1.9638 -0.3624 -2.9104
H: 0.0567 0.5889 -2.5014
H: -0.1921 1.4360 -0.2525
H: -1.3234 2.6028 -0.8726
H: 0.7066 3.8749 -0.8664
H: 0.9116 3.1475 -2.4458
H: 1.5152 1.9592 0.9794
H: 2.6711 3.2749 0.6249
H: 3.1417 1.5845 0.4852
C: -3.1045 2.7764 1.6340
C: -4.3696 3.4885 2.0788
C: -5.2998 2.5338 2.7889
O: -4.0976 4.5543 2.9834
H: -2.3009 3.4717 1.3817
H: -3.3208 2.1115 0.7961
H: -2.7236 2.1404 2.4399
H: -4.8984 3.8545 1.1881
H: -5.5006 1.6597 2.1565
H: -6.3111 2.9213 2.9290
H: -4.8760 2.1894 3.7314
H: -3.3444 5.0689 2.6808
C: 4.8018 5.2684 3.0480
C: 6.2260 5.3268 2.4848
C: 6.4780 4.2271 1.4669
O: 6.5281 6.6144 1.9444
H: 4.6109 6.1146 3.7018
H: 4.7845 4.3279 3.6078
H: 4.0400 5.1724 2.2712
H: 6.8849 5.1384 3.3356
H: 6.0666 3.2668 1.7957
H: 7.5461 4.0247 1.3681
H: 6.0304 4.4313 0.4914
H: 6.2225 6.6037 1.0329
O: -1.2791 -6.1732 -2.5026
C: -1.9583 -5.0160 -2.8968
C: -3.2021 -4.7682 -2.0522
O: -3.9452 -5.9784 -1.9527
H: -1.9757 -6.7801 -2.2186
H: -1.3774 -4.0906 -2.8248
H: -2.2559 -5.1031 -3.9538
H: -3.8074 -3.9671 -2.4841
H: -2.9088 -4.4419 -1.0486
H: -4.2183 -6.1074 -1.0423
O: 0.8876 3.6591 2.9279
C: 0.5902 4.5522 4.0261
C: -0.8949 4.5642 4.2620
O: -1.3575 3.2976 4.6770
H: 0.5112 2.8144 3.2002
H: 1.1678 4.1925 4.8803
H: 0.9252 5.5294 3.6869
H: -1.3596 4.8937 3.3259
H: -1.0865 5.3231 5.0343
H: -2.2796 3.4004 4.9335
O: -6.8685 -1.0899 -2.0958
C: -5.4569 -1.1545 -2.2797
C: -5.2297 -1.8833 -3.5873
O: -3.8646 -1.6611 -3.9802
H: -7.0626 -0.8973 -1.1754
H: -5.0596 -0.1375 -2.3483
H: -4.9897 -1.7086 -1.4610
H: -5.8792 -1.4841 -4.3666
H: -5.3821 -2.9519 -3.4297
H: -3.5538 -2.4560 -4.4213
O: -1.1416 3.5817 -4.1626
C: -2.5437 3.5642 -4.1557
C: -3.1259 2.9217 -5.3868
O: -2.5560 3.4431 -6.5695
H: -0.8166 2.7331 -3.8336
H: -2.9035 3.0204 -3.2637
H: -2.9588 4.5632 -3.9986
H: -4.2132 3.0627 -5.4000
H: -3.0287 1.8251 -5.3572
H: -1.7068 3.8303 -6.3270

=====

| no. | LUMO energy (eV) | HOMO energy (eV) |
| --- | --- | --- |
| 1 | 0.2625 | -6.86 |
| 2 | 0.0488 | -8.45 |